(1)
Molecular formula: C18H21I2N4O2PdS
Method: DFT, ωB97M-V/def2-TZVPD

Summary:
energy relative to the best compared isomer or geometry (same formula, charge and spin) = 1.1608 eV
orbital gap (spin up / spin down) = 7.287 / 5.643 eV
HOMO level (spin up / spin down) = -10.7 / -10.6 eV
spin multiplicity = 3
total charge = +1
LUMO energy (spin up / spin down) = -0.1267 / -0.1835 Eh
<S²> = 2.02

Atoms and positions in Å:
1 Pd 0.067 -0.017 0.006
2 O -1.657 1.142 -1.064
3 C -2.884 1.308 -0.605
4 C -3.498 2.574 -0.637
5 C -4.815 2.731 -0.269
6 C -5.559 1.643 0.180
7 C -4.962 0.400 0.265
8 C -3.635 0.213 -0.120
9 C -3.002 -1.082 0.067
10 N -1.746 -1.320 0.428
11 C -1.637 -2.675 0.631
12 C -2.841 -3.264 0.405
13 N -3.688 -2.248 0.048
14 H -2.922 3.412 -1.007
15 H -5.273 3.710 -0.329
16 H -6.589 1.770 0.484
17 H -5.513 -0.437 0.677
18 H -0.716 -3.125 0.953
19 H -3.159 -4.290 0.465
20 H -4.647 -2.353 -0.237
21 I -0.051 2.660 -0.115
22 I 2.008 3.929 1.181
23 S 4.616 0.299 1.441
24 C 4.463 0.662 -0.225
25 C 3.157 0.626 -0.587
26 N 2.295 0.309 0.431
27 C 2.925 0.115 1.552
28 H 5.320 0.900 -0.833
29 H 2.774 0.843 -1.573
30 H 2.433 -0.141 2.478
31 O 1.062 -2.100 -0.158
32 C 1.306 -2.588 -1.283
33 C 0.892 -1.872 -2.550
34 C 1.892 -1.997 -3.704
35 C 1.692 -3.274 -4.523
36 C 1.433 -4.510 -3.662
37 C 2.360 -4.601 -2.457
38 N 1.943 -3.762 -1.329
39 H 0.756 -0.827 -2.271
40 H -0.091 -2.240 -2.855
41 H 2.907 -1.959 -3.299
42 H 1.786 -1.139 -4.368
43 H 2.582 -3.436 -5.135
44 H 0.851 -3.141 -5.206
45 H 1.570 -5.401 -4.275
46 H 0.399 -4.528 -3.309
47 H 3.385 -4.351 -2.748
48 H 2.369 -5.623 -2.083
49 H 2.190 -4.109 -0.414

(2)
Molecular formula: C18H21N2O3P
Method: DFT, ωB97M-V/def2-TZVPD

Summary:
SMILES string = CCP(C)C1=C(C)C(=O)OC1=O.c1ccncc1.c1ccncc1
energy relative to the best compared isomer or geometry (same formula, charge and spin) = 0.0000 eV
orbital gap = 7.952 eV
HOMO level = -8.3 eV
total charge = 0
LUMO energy = -0.0137 Eh

Atoms and positions in Å:
1 C -0.701 2.108 -0.359
2 C -0.152 1.574 -1.697
3 P 1.594 0.948 -1.635
4 C 1.700 -0.225 -3.060
5 C 1.740 0.038 -0.041
6 C 2.462 0.569 0.943
7 C 3.212 1.851 0.932
8 C 2.307 -0.401 2.086
9 O 2.792 -0.262 3.133
10 O 1.493 -1.433 1.761
11 C 1.142 -1.244 0.419
12 O 0.471 -1.983 -0.151
13 H -1.787 2.025 -0.398
14 H -0.387 1.540 0.518
15 H -0.437 3.152 -0.207
16 H -0.817 0.792 -2.079
17 H -0.170 2.386 -2.425
18 H 2.532 -0.917 -2.965
19 H 0.746 -0.748 -3.236
20 H 1.857 0.386 -3.949
21 H 3.803 1.890 0.020
22 H 2.553 2.713 0.958
23 H 3.904 1.869 1.774
24 C -0.601 1.082 6.834
25 C -1.503 2.043 6.407
26 C -1.603 2.293 5.048
27 N -0.877 1.663 4.124
28 C -0.013 0.742 4.555
29 C 0.162 0.414 5.891
30 H -0.494 0.857 7.888
31 H -2.117 2.588 7.112
32 H -2.297 3.034 4.668
33 H 0.561 0.250 3.786
34 H 0.877 -0.343 6.181
35 C -2.969 -3.516 -4.757
36 C -2.940 -2.375 -5.541
37 C -1.777 -1.621 -5.561
38 N -0.682 -1.929 -4.866
39 C -0.730 -3.031 -4.117
40 C -1.841 -3.856 -4.029
41 H -3.858 -4.133 -4.714
42 H -3.800 -2.074 -6.124
43 H -1.709 -0.721 -6.163
44 H 0.174 -3.257 -3.561
45 H -1.822 -4.739 -3.405

(3)
Molecular formula: C18H21N2O5SV
Method: DFT, ωB97M-V/def2-TZVPD

Summary:
energy relative to the best compared isomer or geometry (same formula, charge and spin) = 0.0378 eV
orbital gap (spin up / spin down) = 5.302 / 7.133 eV
HOMO level (spin up / spin down) = -3.0 / -4.8 eV
spin multiplicity = 4
total charge = -1
LUMO energy (spin up / spin down) = 0.0833 / 0.0862 Eh
<S²> = 3.79

Atoms and positions in Å:
1 V -0.086 1.012 1.147
2 C -1.108 3.429 -0.962
3 C -0.125 3.802 -0.034
4 C -0.541 3.374 1.246
5 C -1.782 2.693 1.098
6 C -2.101 2.710 -0.272
7 H -1.089 3.625 -2.028
8 H 0.776 4.362 -0.246
9 H -0.061 3.612 2.187
10 H -2.381 2.284 1.900
11 H -2.993 2.277 -0.705
12 N 0.409 0.746 -0.949
13 C 1.765 0.276 -1.101
14 C 2.399 0.130 -2.308
15 C 3.679 -0.455 -2.357
16 C 4.282 -0.918 -1.218
17 C 3.652 -0.778 0.039
18 C 4.187 -1.264 1.257
19 C 3.472 -1.071 2.409
20 C 2.266 -0.360 2.390
21 N 1.727 0.110 1.265
22 C 2.408 -0.124 0.089
23 H 0.239 1.592 -1.486
24 H -0.207 -0.008 -1.274
25 H 1.901 0.436 -3.219
26 H 4.173 -0.567 -3.313
27 H 5.249 -1.403 -1.266
28 H 5.128 -1.798 1.257
29 H 3.829 -1.457 3.355
30 H 1.682 -0.194 3.286
31 O -0.497 0.744 3.201
32 S -1.402 -0.454 2.947
33 O -2.765 -0.180 3.346
34 O -1.323 -0.528 1.406
35 O -0.832 -1.659 3.519
36 C -3.034 -2.750 -0.743
37 C -3.494 -1.298 -0.869
38 C -2.554 -0.787 -1.946
39 O -1.306 -1.466 -1.733
40 C -1.524 -2.598 -0.858
41 H -3.432 -3.351 -1.566
42 H -3.321 -3.207 0.202
43 H -3.300 -0.773 0.067
44 H -4.543 -1.193 -1.143
45 H -2.375 0.289 -1.887
46 H -2.921 -1.031 -2.952
47 H -1.102 -2.367 0.119
48 H -1.023 -3.461 -1.300

(4)
Molecular formula: C18H21N3O2S
Method: DFT, ωB97M-V/def2-TZVPD

Summary:
SMILES string = CC(=O)Nc1ccc(NC(=O)CCSCCc2ccccn2)cc1
energy relative to the best compared isomer or geometry (same formula, charge and spin) = 0.2783 eV
orbital gap = 8.568 eV
HOMO level = -7.8 eV
total charge = 0
LUMO energy = 0.0264 Eh

Atoms and positions in Å:
1 C -5.173 4.384 -1.383
2 C -4.007 3.882 -0.552
3 O -3.906 4.083 0.636
4 N -3.104 3.187 -1.304
5 C -1.908 2.577 -0.910
6 C -1.147 1.939 -1.887
7 C 0.043 1.317 -1.570
8 C 0.495 1.316 -0.254
9 N 1.692 0.708 0.133
10 C 2.438 -0.199 -0.548
11 O 2.212 -0.592 -1.672
12 C 3.627 -0.696 0.263
13 C 3.209 -1.725 1.312
14 S 2.314 -1.023 2.746
15 C 0.545 -1.397 2.455
16 C 0.260 -2.845 2.076
17 C 0.258 -3.034 0.580
18 C 0.812 -4.158 -0.024
19 C 0.781 -4.254 -1.405
20 C 0.189 -3.236 -2.134
21 C -0.351 -2.166 -1.439
22 N -0.316 -2.066 -0.124
23 C -0.261 1.961 0.722
24 C -1.450 2.585 0.404
25 H -5.698 3.547 -1.839
26 H -4.818 5.048 -2.168
27 H -5.859 4.927 -0.740
28 H -3.310 3.096 -2.289
29 H -1.491 1.932 -2.913
30 H 0.624 0.828 -2.333
31 H 1.949 0.859 1.103
32 H 4.320 -1.176 -0.430
33 H 4.133 0.141 0.748
34 H 2.582 -2.495 0.869
35 H 4.097 -2.190 1.742
36 H 0.150 -0.741 1.680
37 H 0.093 -1.143 3.413
38 H 0.971 -3.525 2.552
39 H -0.738 -3.099 2.443
40 H 1.266 -4.934 0.576
41 H 1.216 -5.109 -1.902
42 H 0.153 -3.267 -3.211
43 H -0.832 -1.343 -1.950
44 H 0.087 1.975 1.745
45 H -2.027 3.079 1.167

(5)
Molecular formula: C18H21N3O3S2
Method: DFT, ωB97M-V/def2-TZVPD

Summary:
SMILES string = CCOc1ccccc1NC(=O)CSc1nc2c(c(=O)n1C)S[C@@H](C)C2
energy relative to the best compared isomer or geometry (same formula, charge and spin) = 1.0263 eV
orbital gap = 8.293 eV
HOMO level = -7.7 eV
total charge = 0
LUMO energy = 0.0200 Eh

Atoms and positions in Å:
1 C -0.800 4.136 1.634
2 C -0.639 3.263 0.394
3 O -0.091 1.991 0.688
4 C 1.213 1.905 1.119
5 C 2.171 2.892 0.949
6 C 3.463 2.700 1.416
7 C 3.805 1.525 2.055
8 C 2.862 0.525 2.220
9 C 1.568 0.700 1.754
10 N 0.573 -0.279 1.882
11 C 0.548 -1.312 2.755
12 O 1.406 -1.572 3.568
13 C -0.713 -2.164 2.633
14 S -0.387 -3.633 1.610
15 C -0.592 -2.981 -0.003
16 N -0.918 -1.729 -0.138
17 C -1.067 -1.270 -1.396
18 C -0.891 -2.058 -2.497
19 C -0.551 -3.448 -2.381
20 O -0.390 -4.247 -3.277
21 N -0.409 -3.846 -1.028
22 C -0.056 -5.223 -0.771
23 S -1.111 -1.236 -4.018
24 C -1.208 0.415 -3.159
25 C -2.263 1.287 -3.813
26 C -1.476 0.140 -1.678
27 H -1.415 3.623 2.370
28 H -1.280 5.071 1.362
29 H 0.166 4.351 2.084
30 H -0.043 3.776 -0.371
31 H -1.621 3.039 -0.032
32 H 1.926 3.819 0.456
33 H 4.194 3.482 1.278
34 H 4.808 1.379 2.425
35 H 3.119 -0.392 2.722
36 H -0.209 -0.178 1.245
37 H -1.553 -1.633 2.190
38 H -0.967 -2.564 3.614
39 H -0.837 -5.711 -0.186
40 H 0.046 -5.713 -1.739
41 H 0.886 -5.277 -0.223
42 H -0.218 0.861 -3.291
43 H -2.030 1.441 -4.863
44 H -3.240 0.814 -3.743
45 H -2.304 2.256 -3.318
46 H -0.933 0.834 -1.038
47 H -2.544 0.242 -1.458

(6)
Molecular formula: C18H21N3O4S
Method: DFT, ωB97M-V/def2-TZVPD

Summary:
SMILES string = CSc1ccccc1OCc1cc(C(=O)N[C@H]2CCCCNC2=O)no1
energy relative to the best compared isomer or geometry (same formula, charge and spin) = 2.1718 eV
orbital gap = 8.751 eV
HOMO level = -8.0 eV
total charge = 0
LUMO energy = 0.0292 Eh

Atoms and positions in Å:
1 C -6.557 -0.316 -2.582
2 S -5.555 0.054 -1.110
3 C -4.627 -1.427 -0.881
4 C -4.702 -2.557 -1.675
5 C -3.914 -3.661 -1.385
6 C -3.053 -3.637 -0.307
7 C -2.968 -2.508 0.498
8 C -3.750 -1.403 0.218
9 O -3.777 -0.232 0.925
10 C -2.954 -0.079 2.047
11 C -1.510 0.110 1.700
12 C -0.797 -0.058 0.548
13 C 0.522 0.316 0.915
14 C 1.722 0.312 0.041
15 O 1.717 -0.186 -1.071
16 N 2.788 0.915 0.591
17 C 4.070 0.981 -0.067
18 C 4.066 2.060 -1.168
19 C 5.134 1.840 -2.235
20 C 6.564 1.966 -1.716
21 C 6.912 0.906 -0.666
22 N 6.394 1.225 0.645
23 C 5.102 1.304 1.009
24 O 4.772 1.630 2.133
25 N 0.562 0.668 2.177
26 O -0.687 0.544 2.671
27 H -5.912 -0.509 -3.434
28 H -7.215 -1.157 -2.386
29 H -7.146 0.578 -2.763
30 H -5.368 -2.590 -2.521
31 H -3.978 -4.536 -2.013
32 H -2.436 -4.493 -0.083
33 H -2.281 -2.503 1.329
34 H -3.062 -0.925 2.743
35 H -3.316 0.823 2.552
36 H -1.129 -0.388 -0.413
37 H 2.757 1.258 1.545
38 H 4.275 0.006 -0.527
39 H 3.088 2.020 -1.650
40 H 4.179 3.045 -0.710
41 H 4.984 2.574 -3.029
42 H 4.995 0.849 -2.674
43 H 7.252 1.859 -2.556
44 H 6.715 2.957 -1.282
45 H 7.996 0.825 -0.572
46 H 6.528 -0.067 -0.989
47 H 7.051 1.505 1.358

(7)
Molecular formula: C18H21N5O2Pt
Method: DFT, ωB97M-V/def2-TZVPD

Summary:
orbital gap (spin up / spin down) = 9.415 / 5.546 eV
HOMO level (spin up / spin down) = -21.6 / -22.2 eV
spin multiplicity = 5
total charge = +4
LUMO energy (spin up / spin down) = -0.4495 / -0.6111 Eh
<S²> = 6.03

Atoms and positions in Å:
1 N -0.747 -0.863 -1.496
2 C -0.958 -1.293 -2.550
3 C -1.224 -1.838 -3.886
4 H -0.630 -1.299 -4.623
5 H -2.282 -1.727 -4.121
6 H -0.956 -2.893 -3.908
7 N -1.724 -0.522 2.231
8 C -2.439 -0.775 3.104
9 C -3.345 -1.098 4.212
10 H -4.372 -1.118 3.849
11 H -3.250 -0.344 4.992
12 H -3.086 -2.075 4.620
13 N 1.165 1.605 0.785
14 C 1.943 2.452 0.909
15 C 2.930 3.525 1.067
16 H 3.551 3.323 1.939
17 H 2.417 4.477 1.201
18 H 3.559 3.574 0.179
19 Pt -0.241 -0.143 0.578
20 C 0.928 -0.493 2.398
21 O 1.541 -0.686 3.340
22 C -0.485 -2.317 0.713
23 O -0.599 -3.449 0.785
24 C -3.092 1.413 -1.008
25 C -2.069 2.165 -1.517
26 C -1.410 3.020 -0.725
27 C -1.756 3.137 0.593
28 C -2.757 2.401 1.090
29 C -3.431 1.528 0.281
30 H -3.646 0.739 -1.644
31 H -1.802 2.096 -2.560
32 H -0.621 3.626 -1.142
33 H -1.245 3.838 1.234
34 H -3.039 2.520 2.125
35 H -4.254 0.946 0.666
36 C 3.677 -3.162 -2.175
37 N 3.109 -2.126 -1.322
38 C 3.789 -1.244 -0.582
39 C 2.879 -0.476 0.104
40 N 1.610 -0.852 -0.227
41 C 1.805 -1.888 -1.092
42 H 4.301 -2.696 -2.966
43 H 4.308 -3.842 -1.564
44 H 2.872 -3.759 -2.654
45 H 4.868 -1.184 -0.519
46 H 3.172 0.273 0.816
47 H 1.035 -2.498 -1.532

(8)
Molecular formula: C18H21N5O4S2
Method: DFT, ωB97M-V/def2-TZVPD

Summary:
SMILES string = COC(=O)C[C@H]1C(=O)NCCN1C(=O)CSc1nnc(Nc2ccc(C)cc2)s1
energy relative to the best compared isomer or geometry (same formula, charge and spin) = 0.1695 eV
orbital gap = 8.148 eV
HOMO level = -7.9 eV
total charge = 0
LUMO energy = 0.0082 Eh

Atoms and positions in Å:
1 C 2.352 -2.867 -0.031
2 O 1.782 -1.568 -0.128
3 C 2.618 -0.570 -0.430
4 O 3.799 -0.723 -0.604
5 C 1.871 0.738 -0.499
6 C 2.344 1.649 -1.653
7 C 3.403 2.623 -1.096
8 O 3.279 3.082 0.020
9 N 4.394 3.003 -1.917
10 C 4.684 2.375 -3.184
11 C 4.198 0.935 -3.105
12 N 2.771 0.939 -2.843
13 C 1.962 0.398 -3.787
14 O 2.401 -0.034 -4.835
15 C 0.476 0.278 -3.495
16 S 0.173 -1.488 -3.092
17 C -0.813 -1.326 -1.681
18 N -1.158 -0.222 -1.120
19 N -1.905 -0.371 -0.030
20 C -2.157 -1.597 0.275
21 N -2.880 -2.059 1.309
22 C -3.534 -1.331 2.304
23 C -3.497 0.058 2.370
24 C -4.167 0.711 3.386
25 C -4.882 0.013 4.353
26 C -5.614 0.746 5.436
27 C -4.911 -1.373 4.276
28 C -4.247 -2.042 3.266
29 S -1.422 -2.762 -0.865
30 H 3.183 -2.864 0.677
31 H 1.557 -3.524 0.309
32 H 2.719 -3.188 -1.008
33 H 0.803 0.531 -0.555
34 H 2.058 1.285 0.432
35 H 1.505 2.311 -1.915
36 H 5.047 3.670 -1.535
37 H 5.759 2.407 -3.368
38 H 4.172 2.900 -4.001
39 H 4.358 0.410 -4.047
40 H 4.705 0.411 -2.290
41 H 0.090 0.865 -2.670
42 H -0.075 0.482 -4.414
43 H -2.973 -3.063 1.371
44 H -2.946 0.608 1.627
45 H -4.132 1.790 3.430
46 H -4.997 1.544 5.844
47 H -5.895 0.072 6.241
48 H -6.521 1.198 5.036
49 H -5.460 -1.940 5.014
50 H -4.279 -3.122 3.222